{"formula": "C41H94N4O9", "method": "wB97M-V/def2-TZVPD", "lumo_ev": 0.1, "homo_ha": -0.30300, "orbital_gap_ev": 8.4, "largest_force_ev_per_a": 3.4, "symbols": ["C", "C", "O", "O", "H", "H", "H", "H", "H", "H", "C", "O", "H", "H", "H", "H", "C", "O", "H", "H", "H", "H", "C", "O", "H", "H", "H", "H", "C", "C", "C", "C", "C", "C", "N", "O", "C", "C", "C", "H", "H", "H", "H", "H", "H", "H", "H", "H", "H", "H", "H", "H", "H", "H", "H", "H", "H", "H", "C", "C", "C", "C", "C", "C", "N", "O", "C", "C", "C", "H", "H", "H", "H", "H", "H", "H", "H", "H", "H", "H", "H", "H", "H", "H", "H", "H", "H", "H", "C", "C", "C", "C", "C", "C", "N", "O", "C", "C", "C", "H", "H", "H", "H", "H", "H", "H", "H", "H", "H", "H", "H", "H", "H", "H", "H", "H", "H", "H", "C", "C", "C", "C", "C", "C", "N", "O", "C", "C", "C", "H", "H", "H", "H", "H", "H", "H", "H", "H", "H", "H", "H", "H", "H", "H", "H", "H", "H", "H"], "coordinates": [[4.87304, -14.55086, -9.90286], [4.59843, -15.60114, -8.84320], [4.80002, -16.98688, -9.42716], [6.23818, -14.52472, -10.23949], [4.43653, -13.58589, -9.49308], [4.27328, -14.68761, -10.80242], [3.57418, -15.46728, -8.54049], [5.33795, -15.39371, -8.03804], [5.42109, -17.39748, -8.85496], [6.37497, -15.30118, -10.80534], [5.04288, -18.37755, -6.08954], [5.76537, -18.49096, -7.33441], [5.28896, -17.38923, -5.60634], [4.01055, -18.33954, -6.38365], [5.16567, -19.20816, -5.39578], [6.71211, -18.62166, -7.13694], [-0.32446, -17.58234, -11.90138], [-0.23341, -18.85319, -12.56780], [-1.31682, -17.14289, -11.97486], [-0.10396, -17.69496, -10.81784], [0.42967, -16.89097, -12.28357], [-0.01617, -19.53832, -11.90605], [5.07044, -20.05818, -10.38651], [3.75044, -19.49589, -10.20201], [5.69190, -19.62163, -11.18191], [5.65708, -20.05229, -9.46058], [4.88975, -21.10919, -10.72985], [3.74394, -18.54712, -10.17408], [8.40028, -18.42474, -12.91374], [8.22774, -17.23357, -11.92323], [9.30487, -16.15818, -11.94051], [9.40369, -15.43494, -13.35652], [8.02626, -14.73987, -13.60095], [6.78067, -15.67059, -13.49135], [6.92654, -16.49746, -12.21517], [5.91411, -17.46263, -12.20710], [5.44886, -14.90292, -13.46938], [6.67415, -16.50910, -14.78834], [8.16653, -17.84611, -10.52155], [9.07053, -19.13185, -12.46748], [8.91591, -18.11729, -13.82617], [7.42944, -18.74363, -13.20710], [9.11221, -15.46244, -11.08621], [10.29866, -16.69347, -11.81328], [9.49616, -16.18778, -14.08918], [10.20839, -14.69695, -13.41350], [8.08882, -14.38079, -14.59561], [7.93240, -13.93168, -12.92408], [5.41504, -14.30563, -12.55998], [5.42989, -14.28187, -14.37284], [4.54818, -15.53805, -13.49394], [6.13220, -17.45776, -14.63779], [6.20765, -16.02837, -15.71168], [7.68045, -16.69077, -15.16993], [8.89573, -18.60797, -10.23631], [7.26583, -18.42189, -10.36878], [8.22859, -17.04444, -9.71800], [5.50479, -17.24150, -11.37778], [11.59082, -23.65759, -10.35553], [10.69052, -22.44178, -10.10343], [10.07860, -21.92176, -11.43382], [9.07312, -22.82858, -12.16968], [7.92876, -23.05688, -11.14427], [8.46994, -23.66239, -9.83958], [9.49394, -22.75517, -9.24099], [10.01671, -23.38406, -8.01774], [7.32447, -23.61787, -8.86870], [8.88799, -25.12045, -9.99715], [11.54881, -21.37005, -9.37659], [12.42611, -23.41405, -11.02878], [11.02566, -24.40057, -10.91641], [12.01526, -24.07953, -9.46997], [9.62058, -20.93528, -11.15637], [10.88702, -21.70828, -12.17619], [9.51860, -23.76049, -12.53788], [8.60570, -22.30418, -13.00419], [7.21425, -23.75219, -11.55301], [7.38129, -22.15330, -10.92185], [7.14703, -22.56764, -8.50114], [6.37970, -23.97663, -9.40460], [7.49465, -24.21713, -7.97265], [8.02356, -25.72833, -9.85973], [9.30919, -25.38938, -10.96564], [9.61357, -25.48181, -9.30164], [11.96594, -21.93497, -8.48307], [11.11089, -20.44320, -9.09160], [12.37098, -21.16613, -10.06749], [9.84456, -22.63370, -7.43822], [0.48790, -18.97375, -7.22973], [0.88467, -20.44020, -7.59204], [0.20093, -21.26908, -6.57045], [0.40436, -22.80735, -6.95812], [-0.35059, -23.01391, -8.30982], [0.25249, -22.15812, -9.44136], [0.35584, -20.81298, -8.91037], [0.74297, -19.93094, -9.91776], [1.60942, -22.75726, -9.92464], [-0.76100, -22.05944, -10.59228], [2.40242, -20.61142, -7.39823], [0.73439, -18.80768, -6.12432], [-0.59002, -18.87176, -7.51128], [1.03958, -18.28096, -7.78079], [0.67752, -20.99913, -5.55852], [-0.87673, -21.08807, -6.60101], [-0.08699, -23.52765, -6.27579], [1.47250, -23.05072, -6.99904], [-1.40311, -22.71788, -8.22919], [-0.33612, -24.07829, -8.67175], [2.31309, -22.14112, -10.39247], [2.11400, -23.33904, -9.18169], [1.32441, -23.52942, -10.65450], [-0.30404, -22.10537, -11.58073], [-1.42566, -22.90503, -10.53287], [-1.44730, -21.19491, -10.60243], [2.80967, -21.55022, -7.66711], [2.72988, -20.28664, -6.43597], [2.94876, -20.00301, -8.07221], [1.68361, -20.15379, -10.17033], [4.46135, -19.74146, -14.65612], [4.46636, -21.27077, -14.83946], [3.27213, -21.65210, -15.84602], [3.37262, -23.13021, -16.21967], [4.77515, -23.32153, -16.83013], [6.02662, -22.95723, -15.99325], [5.68457, -21.52687, -15.60392], [6.85617, -21.00576, -14.88152], [6.39023, -23.93959, -14.86348], [7.16805, -22.79367, -17.03995], [4.29776, -22.05789, -13.51297], [3.45646, -19.57918, -14.29162], [4.66710, -19.17729, -15.61197], [5.19434, -19.36260, -13.93224], [2.36560, -21.48737, -15.25729], [3.23831, -20.89614, -16.67236], [2.53522, -23.33753, -16.95119], [3.21691, -23.82939, -15.38817], [4.79646, -22.61037, -17.67174], [4.99292, -24.36841, -17.17130], [7.09496, -24.69197, -15.28209], [6.95307, -23.46173, -14.06170], [5.54478, -24.41123, -14.37491], [8.12205, -22.78301, -16.58488], [7.19217, -23.69668, -17.68034], [6.99711, -21.89740, -17.58193], [3.51516, -21.64387, -12.86667], [5.27415, -22.05134, -13.00378], [4.10382, -23.11843, -13.76065], [6.59395, -20.89631, -13.96655]], "atomic_forces_ev_per_a": [[-0.70, 0.50, 0.46], [0.95, -0.77, -1.33], [-1.17, 2.98, -0.28], [-0.39, 0.74, 0.50], [1.23, -0.65, -0.29], [-0.24, -0.47, -0.11], [-0.42, -0.44, 0.50], [-0.65, -0.56, -0.29], [0.84, -1.00, 1.08], [0.57, -0.18, -0.42], [0.36, 1.47, -0.28], [0.81, -0.43, 0.78], [-0.15, -1.05, -0.20], [-0.50, 0.01, -0.04], [0.35, -0.06, -0.15], [-0.64, 0.07, -0.09], [0.61, -0.70, 0.99], [-0.02, 0.19, 0.45], [-0.11, -0.08, -0.31], [-0.17, -0.02, -0.55], [-0.12, -0.02, -0.27], [-0.18, 0.63, -0.19], [-0.64, -0.84, -0.41], [0.52, -1.44, -0.56], [-0.53, 0.36, 0.11], [-0.25, -0.05, 0.01], [0.19, 0.74, 0.59], [0.50, 0.91, 0.19], [1.23, 2.01, -0.18], [-0.41, -0.09, -0.75], [1.87, -0.17, -1.19], [-2.22, 0.35, 2.60], [0.39, -1.46, 0.35], [0.13, -0.72, -0.72], [0.87, 0.56, -0.33], [-0.50, -0.23, -0.45], [0.34, 0.22, 0.60], [0.41, -0.48, -1.19], [-0.43, 1.01, 1.60], [-0.14, -0.86, 0.25], [-0.15, 0.10, -0.04], [-0.56, -0.90, 0.02], [0.32, -0.35, -0.80], [-1.00, 0.67, 0.35], [0.62, -0.79, -0.93], [-0.08, -0.26, 0.05], [-0.41, 0.72, -1.06], [-0.20, 1.00, 0.73], [-0.16, 0.39, -0.17], [-0.05, 0.11, 0.37], [0.57, -0.08, -0.02], [0.37, 0.41, -0.02], [0.15, -0.01, 1.63], [0.04, -0.61, 0.12], [0.68, 0.36, -0.69], [-0.64, 0.20, -0.06], [-0.25, -0.81, -0.89], [-0.94, -0.24, 0.85], [-0.18, 0.23, -1.37], [-0.78, -0.02, 0.01], [0.92, 0.98, -0.67], [-0.99, 0.82, 1.63], [1.54, -0.95, -0.49], [0.16, 0.39, 0.63], [1.16, -0.22, -0.65], [-0.74, 0.74, -0.76], [-2.06, 0.49, 0.50], [0.28, -0.15, -0.91], [0.95, -2.43, -0.08], [-0.14, 0.32, 0.25], [0.17, -0.15, 0.28], [0.01, -0.29, 0.66], [0.07, -0.78, -0.51], [-0.22, 0.08, 0.81], [-0.11, 0.19, 0.19], [0.46, 0.08, -0.27], [-0.43, -0.44, -0.08], [0.05, 0.57, 0.02], [0.09, -0.89, -0.56], [1.12, 0.36, 0.91], [-0.03, -0.15, -0.15], [-0.79, -0.55, 0.01], [-0.20, 0.24, -0.22], [0.43, 0.20, 0.84], [-0.32, 1.10, -0.89], [-0.81, 0.56, 0.20], [0.15, 0.15, 0.24], [0.15, -0.36, 0.41], [-0.78, -1.54, 0.91], [0.75, 0.78, 0.03], [0.40, -2.62, 1.30], [-1.45, 0.51, -0.03], [1.00, -0.51, -0.44], [0.31, 0.52, 0.49], [-0.59, 0.95, 0.71], [1.51, 0.10, -0.61], [-2.12, -1.86, -0.10], [-0.36, -0.11, -0.66], [-0.36, 0.83, -0.89], [-0.73, -0.18, -1.46], [0.78, 0.16, 0.69], [0.92, 1.20, -1.02], [-1.03, -0.60, -1.32], [0.08, 0.18, 0.37], [0.41, 0.63, 0.17], [-0.33, -0.04, -0.16], [0.16, -0.07, 0.30], [0.03, 0.79, 0.52], [0.84, 1.39, -0.69], [0.34, -0.03, 0.88], [0.19, 0.19, -0.13], [0.17, 0.08, 0.00], [-0.22, -0.64, -0.09], [0.68, -0.10, 0.47], [0.03, -1.43, 0.26], [0.03, -0.14, 0.96], [0.32, 1.12, -0.85], [-0.78, 0.47, 0.36], [-0.17, -0.07, -0.27], [-0.65, 0.40, -1.52], [0.54, 0.62, 1.91], [-0.04, 0.14, -1.06], [0.12, -1.10, -0.60], [-0.96, 1.75, -0.37], [1.67, -1.14, 0.71], [-0.38, -0.23, -0.80], [0.76, -0.01, -0.51], [-0.91, -1.89, 0.70], [0.76, -0.16, -0.72], [-0.26, 0.87, 0.17], [-0.43, -0.87, 0.85], [-0.34, -0.22, 0.08], [-0.15, 0.07, -0.07], [0.29, -1.05, 0.36], [1.12, -0.08, 0.50], [-0.11, 0.43, 0.02], [0.18, -0.58, -0.08], [-0.60, 0.81, -0.07], [-0.68, 0.17, 0.27], [0.06, 0.30, -0.14], [-0.16, -0.28, -0.27], [1.06, 0.36, 0.70], [-0.23, 0.51, 0.00], [-0.08, 0.63, -0.66], [0.20, -0.06, -0.18], [-0.39, 0.04, 0.30], [-0.16, 0.68, 0.43], [-0.11, -0.08, 0.43]]}